# 1
The following is a quantum chemistry calculation of a structure of composition C19H34N12O2S2SeTi at a distorted geometry, from OMol25.

```
71
Properties=species:S:1:pos:R:3
Ti -0.952 -0.321 -0.232
N 0.260 -0.474 -2.113
C 1.319 0.536 -2.117
C 2.104 0.706 -3.417
C 3.594 0.445 -3.207
C 4.271 1.672 -2.602
N 3.377 2.250 -1.595
C 3.388 2.018 -0.292
N 4.367 1.316 0.310
N 2.417 2.562 0.451
C 0.630 1.820 -1.622
O 1.110 2.942 -1.897
O -0.381 1.616 -0.917
H 0.561 -1.416 -2.351
H -0.485 -0.226 -2.767
H 2.016 0.241 -1.322
H 1.932 1.705 -3.829
H 1.725 0.004 -4.159
H 4.072 0.210 -4.161
H 3.742 -0.428 -2.564
H 4.439 2.426 -3.371
H 5.250 1.446 -2.178
H 2.441 2.572 -1.936
H 4.971 0.741 -0.247
H 4.229 1.033 1.266
H 1.582 2.868 -0.058
H 2.264 2.229 1.397
C -2.734 3.280 2.363
N -2.730 1.982 3.021
C -2.200 2.037 4.383
C -2.395 0.905 2.226
N -1.996 0.967 1.018
N -2.627 -0.326 2.822
C -2.388 -1.545 2.217
N -2.850 -2.620 2.937
N -1.849 -1.631 1.065
H -3.242 3.989 3.014
H -3.282 3.221 1.425
H -1.720 3.648 2.166
H -2.852 2.659 4.994
H -1.190 2.459 4.399
H -2.148 1.050 4.832
H -1.754 1.904 0.712
H -3.196 -0.323 3.650
H -2.875 -2.530 3.940
H -2.510 -3.515 2.622
H -1.743 -2.583 0.699
C -3.140 -4.368 -2.547
C -2.600 -3.036 -2.061
S -0.978 -3.082 -1.355
C -3.358 -1.934 -2.173
C -4.762 -2.044 -2.741
S -2.872 -0.283 -1.753
H -2.378 -5.139 -2.460
H -3.455 -4.314 -3.593
H -4.013 -4.686 -1.967
H -4.759 -2.449 -3.758
H -5.239 -1.066 -2.768
H -5.382 -2.709 -2.133
Se 1.880 2.192 3.162
N 3.172 0.927 3.108
C 2.690 -0.038 2.328
C 3.331 -1.265 2.090
C 2.733 -2.158 1.210
C 1.550 -1.831 0.575
N 0.881 -0.666 0.746
C 1.405 0.222 1.654
N 0.813 1.359 1.960
H 4.253 -1.500 2.605
H 3.177 -3.126 1.019
H 1.093 -2.522 -0.121
```

Results
* DFT total energy: -152365.9789 eV
* spin multiplicity: 3
* relative energy (zero: lowest compared OMol25 entry of this formula, charge and spin): 2.4721 eV
* ⟨S²⟩: 2.034
* LUMO (spin up / spin down): 0.05 / -0.86 eV
* gap between HOMO and LUMO (spin up / spin down): 5.7281 / 4.8307 eV



# 2
The following is a quantum chemistry calculation of an isolated molecule of C10H8ClNO at a distorted geometry, from OMol25.

```
21
Properties=species:S:1:pos:R:3
C -1.838 2.276 0.267
C -2.259 1.335 -0.655
C -0.524 2.144 0.837
C -1.581 0.271 -1.072
C 0.206 0.898 0.573
C -0.424 0.038 -0.386
C 2.345 -0.322 0.620
C 1.855 -1.296 -0.129
C 1.549 0.771 1.120
C 0.483 -1.563 -0.627
N -0.097 -2.613 0.089
O 1.961 1.606 1.906
Cl 0.494 -1.930 -2.403
H -2.426 2.992 0.782
H -3.229 1.608 -1.076
H -0.108 2.695 1.673
H -1.990 -0.167 -1.931
H 3.388 -0.167 0.741
H 2.510 -2.113 -0.326
H -0.780 -3.060 -0.521
H 0.465 -3.402 0.517
```

Results
* DFT total energy: -26557.4574 eV
* relative energy (zero: lowest compared OMol25 entry of this formula, charge and spin): 1.5277 eV
* LUMO: -0.44 eV
* SMILES: N[C@]1(Cl)C=CC(=O)c2ccccc21
* gap between HOMO and LUMO: 9.0188 eV



# 3
The following is a quantum chemistry calculation of a cluster of 3 separate species, C36H48BrF19N2O6PS in total at a distorted geometry, from OMol25.

```
114
Properties=species:S:1:pos:R:3
C 4.258 4.588 1.100
C 3.366 3.730 0.622
C 2.311 2.761 -0.113
C 2.960 1.356 -0.638
C 4.420 1.786 -1.175
C 2.998 0.115 0.457
C 4.277 0.074 1.491
O 4.341 1.262 2.332
C 4.017 0.987 3.695
F 2.693 0.492 3.916
F 4.082 2.268 4.386
F 5.049 0.176 4.328
N 2.617 -1.272 -0.093
N 3.913 -1.840 -0.263
C 3.997 -3.054 0.261
S 4.148 -4.476 1.146
P 1.487 -2.086 1.023
O 1.953 -2.049 2.520
C 2.179 -0.965 -1.534
O 3.476 -1.096 -2.236
C 1.293 -2.038 -2.348
C -0.262 -2.080 -1.970
C -1.450 -2.451 -1.497
C 1.911 0.634 -1.703
Br 2.545 0.915 -3.616
C 0.407 1.203 -1.810
C -0.515 1.001 -0.496
C -1.142 2.356 0.123
C -2.717 2.576 -0.148
C -3.652 1.275 0.083
C -4.559 1.102 -1.261
C -3.745 0.553 -2.545
C -3.948 1.479 -3.889
C -2.969 2.765 -3.915
C -2.268 3.070 -5.338
C -1.009 4.077 -5.014
O -1.460 5.311 -4.387
C -1.065 5.403 -2.991
H 4.862 5.458 1.575
H 1.542 2.455 0.710
H 1.832 3.388 -0.959
H 4.903 1.031 -1.912
H 5.212 1.924 -0.327
H 4.334 2.783 -1.777
H 2.135 0.307 1.227
H 5.292 0.030 0.914
H 4.244 -0.843 2.185
H 1.258 -3.486 0.693
H 0.157 -1.490 1.032
H 3.443 -1.848 -2.875
H 1.362 -1.787 -3.485
H 1.808 -3.083 -2.238
H -2.599 -2.504 -1.336
H -0.104 0.617 -2.684
H 0.399 2.316 -2.166
H -1.276 0.174 -0.735
H 0.185 0.559 0.331
H -0.918 2.363 1.251
H -0.571 3.252 -0.355
H -2.900 3.047 -1.180
H -3.073 3.373 0.631
H -4.404 1.509 0.946
H -3.095 0.320 0.400
H -4.919 2.178 -1.533
H -5.526 0.508 -1.018
H -4.191 -0.487 -2.840
H -2.609 0.453 -2.394
H -3.687 0.835 -4.812
H -5.041 1.883 -3.960
H -3.455 3.739 -3.489
H -2.097 2.526 -3.167
H -1.945 2.135 -5.926
H -3.018 3.736 -5.939
H -0.504 4.359 -6.013
H -0.204 3.507 -4.387
H -0.245 6.226 -2.854
H -1.989 5.785 -2.384
H -0.753 4.408 -2.506
C -10.431 -1.238 0.245
C -9.223 -0.341 -0.080
C -9.207 0.262 -1.484
F -9.162 -0.680 -2.447
F -8.102 1.034 -1.655
F -8.079 -1.028 0.169
F -9.239 0.692 0.817
O -10.230 -2.652 0.126
C -10.405 -3.209 -1.165
C -9.118 -3.833 -1.716
F -8.124 -2.919 -1.816
F -9.315 -4.331 -2.962
F -10.936 -2.283 -1.989
F -11.351 -4.170 -1.029
H -10.643 -1.091 1.310
H -11.344 -0.912 -0.262
H -10.083 0.894 -1.654
H -8.768 -4.643 -1.071
C 7.323 -2.982 6.821
C 8.533 -2.068 6.552
C 8.567 -1.407 5.175
F 8.630 -2.308 4.173
F 9.671 -0.625 5.051
F 9.674 -2.762 6.789
F 8.500 -1.074 7.490
O 7.530 -4.389 6.646
C 7.378 -4.894 5.332
C 8.675 -5.492 4.776
F 9.665 -4.572 4.728
F 8.497 -5.939 3.507
F 6.857 -3.936 4.537
F 6.431 -5.862 5.416
H 7.095 -2.879 7.888
H 6.418 -2.637 6.314
H 7.691 -0.771 5.019
H 9.018 -6.326 5.393
```

Results
* DFT total energy: -195149.8065 eV
* relative energy (zero: lowest compared OMol25 entry of this formula, charge and spin): 11.8588 eV
* LUMO: -5.14 eV
* gap between HOMO and LUMO: 6.2652 eV
* total charge: +1



# 4
The following is a quantum chemistry calculation of an isolated molecule of C4H6N2O at a distorted geometry, from OMol25.

```
13
Properties=species:S:1:pos:R:3
C 1.456 0.616 1.487
C 0.215 0.670 0.565
O -0.003 -0.686 0.106
C -0.844 -0.661 -0.918
N -1.410 0.432 -1.247
C -0.968 -1.929 -1.610
N -1.122 -2.909 -2.203
H 2.356 0.222 1.004
H 1.697 1.604 1.886
H 1.273 -0.029 2.366
H -0.117 1.230 -0.445
H -0.661 0.963 1.148
H -1.873 0.477 -2.139
```

Results
* DFT total energy: -9271.0036 eV
* relative energy (zero: lowest compared OMol25 entry of this formula, charge and spin): 2.4983 eV
* LUMO: 0.38 eV
* SMILES: [H]/N=C(\C#N)OCC
* gap between HOMO and LUMO: 10.8857 eV